# 1
{
  "formula": "C17H21N3OS",
  "method": "ωB97M-V/def2-TZVPD",
  "max_force_ev_per_a": 2.3,
  "e_homo_ev": -8.2,
  "e_above_lowest_ev": 1.336,
  "symbols": ["C", "C", "N", "C", "N", "C", "C", "C", "C", "C", "N", "C", "C", "C", "C", "C", "C", "O", "C", "C", "S", "C", "H", "H", "H", "H", "H", "H", "H", "H", "H", "H", "H", "H", "H", "H", "H", "H", "H", "H", "H", "H", "H"],
  "positions_angstrom": [[2.634511, 2.663923, 0.883068], [1.183599, 2.173157, 1.220690], [0.853119, 0.989963, 0.418486], [0.632861, 1.153716, -0.943637], [0.008474, 2.276872, -1.348129], [-0.166007, 2.494754, -2.661978], [-0.949237, 3.741644, -3.104004], [0.252304, 1.547617, -3.577231], [0.840808, 0.411112, -3.095224], [1.268766, -0.745243, -4.021987], [1.063579, 0.212228, -1.803432], [0.334837, -0.186059, 0.950752], [1.225390, -1.257516, 1.050716], [0.790239, -2.507322, 1.570103], [-0.550217, -2.690584, 1.943999], [-1.060586, -4.018885, 2.394109], [-0.337722, -5.297867, 2.034800], [-2.141297, -4.091289, 2.991923], [-1.404447, -1.582123, 1.864139], [-1.019235, -0.316633, 1.383488], [-2.073875, 1.087476, 1.227927], [-3.216516, 0.814890, 2.641721], [2.939279, 3.520991, 1.540383], [3.384366, 1.878968, 1.025432], [2.644949, 2.994905, -0.138815], [0.462988, 2.942903, 1.011747], [1.082159, 1.978961, 2.319538], [-1.420912, 4.202355, -2.219442], [-1.691093, 3.445551, -3.842601], [-0.288640, 4.486105, -3.556834], [0.112819, 1.710267, -4.623198], [2.183864, -0.540283, -4.594723], [1.408509, -1.675684, -3.440116], [0.492767, -0.948354, -4.760152], [2.229638, -1.138465, 0.685586], [1.463231, -3.359185, 1.625909], [0.447585, -5.482389, 2.772432], [0.189650, -5.264366, 1.064007], [-1.010995, -6.124914, 2.049214], [-2.424708, -1.740863, 2.211009], [-4.004531, 0.087916, 2.396241], [-3.702423, 1.747726, 2.958112], [-2.667849, 0.404028, 3.495971]],
  "forces_ev_per_a": [[-0.659, 0.210, 1.298], [0.863, 0.013, 0.732], [0.088, 0.964, -0.617], [-0.134, 0.979, -1.808], [0.162, 0.305, 0.087], [-0.422, 0.173, 0.644], [0.562, -0.463, 0.856], [-0.163, 0.687, -0.087], [0.775, -1.732, -0.393], [-0.197, 0.039, 0.383], [-0.244, -0.014, 1.141], [0.055, -1.439, 1.026], [-1.319, -1.415, 0.801], [-0.174, 0.600, -0.623], [1.114, 0.944, -0.298], [-2.199, -0.188, 0.511], [1.229, 0.674, -0.334], [1.615, 0.166, -0.743], [-0.652, 0.307, 0.196], [1.152, -1.086, 0.011], [-0.422, 0.041, 0.645], [-0.178, -0.541, 0.048], [-0.428, -0.647, -0.576], [-0.266, -0.017, -0.073], [0.176, 0.174, -0.527], [-0.210, 0.532, -0.160], [0.110, -0.362, -1.029], [0.115, -0.276, -0.461], [-0.101, 0.100, 0.029], [0.015, -0.131, 0.002], [-0.101, -0.034, -0.536], [-0.145, 0.133, 0.337], [0.032, 0.648, -0.167], [-0.096, 0.115, -0.019], [0.172, 0.125, 0.019], [0.082, 0.259, -0.052], [-0.034, -0.013, 0.118], [-0.400, 0.163, 0.345], [-0.565, -0.420, 0.093], [0.140, 0.059, -0.164], [0.239, 0.292, -0.078], [0.353, -0.134, -0.388], [0.056, 0.211, -0.186]]
}

---

# 2
{
  "formula": "C26H50BrIN3O10P2",
  "method": "ωB97M-V/def2-TZVPD",
  "max_force_ev_per_a": 9.4,
  "charge": 1,
  "e_homo_ev": -10.2,
  "symbols": ["O", "C", "C", "C", "C", "P", "O", "Br", "C", "C", "P", "O", "I", "C", "C", "C", "O", "N", "C", "C", "C", "C", "O", "C", "O", "H", "H", "H", "H", "H", "H", "H", "H", "H", "H", "H", "H", "H", "H", "H", "H", "H", "H", "H", "H", "C", "O", "C", "C", "N", "C", "C", "O", "C", "H", "H", "H", "H", "H", "H", "H", "H", "H", "H", "H", "H", "H", "H", "H", "C", "O", "C", "C", "N", "C", "C", "O", "C", "H", "H", "H", "H", "H", "H", "H", "H", "H", "H", "H", "H", "H", "H", "H"],
  "positions_angstrom": [[-1.007499, -0.752058, -6.606082], [0.141073, -0.153835, -6.989358], [1.481067, -0.142140, -5.993742], [1.094619, 0.138481, -4.408812], [0.611995, 1.716696, -4.133982], [0.553383, 3.058190, -5.537976], [2.230317, 3.405196, -6.008378], [-0.263401, 5.035661, -4.775210], [0.165355, 2.120478, -2.616924], [0.249218, 0.906813, -1.466742], [-0.374265, 1.543369, 0.266037], [1.016207, 1.788609, 1.349034], [-1.943574, -0.132161, 1.280865], [0.784574, -0.595714, -1.823262], [0.853825, -1.730771, -0.616607], [1.700083, -1.270036, 0.708777], [2.880196, -0.428635, 0.435592], [1.174507, -0.915595, -3.288551], [1.639521, -2.337900, -3.668928], [3.226170, -2.610674, -3.353772], [4.249832, -1.430510, -3.846502], [4.655836, -0.408776, -2.618237], [5.683994, -1.106542, -1.793531], [6.431067, 0.024901, -1.161890], [6.137807, 0.456838, 0.088629], [0.177833, 0.403319, -8.041392], [2.176815, -1.080334, -6.153320], [2.129804, 0.787490, -6.367762], [2.844821, 2.746486, -5.529363], [-0.185992, 3.213318, -2.392734], [0.559118, 2.095855, 2.208690], [-0.271169, -2.058972, -0.386594], [1.375950, -2.748422, -0.959145], [1.025737, -0.803846, 1.576706], [2.129612, -2.274254, 1.192702], [3.721700, -0.973892, 0.526246], [1.027100, -3.160411, -3.055404], [1.455612, -2.612499, -4.787570], [3.345168, -2.906380, -2.206660], [3.542047, -3.594031, -3.951399], [3.887716, -0.802927, -4.765532], [5.273478, -1.940360, -4.189388], [5.109650, 0.613758, -2.964972], [3.670470, -0.169552, -2.034504], [7.294504, 0.624740, -1.719026], [-5.646099, -4.664556, 1.470626], [-5.498335, -5.654638, 0.461482], [-6.524282, -5.602941, -0.537943], [-5.954083, -5.108028, -1.877473], [-5.602879, -3.686191, -1.816485], [-4.793698, -3.224554, -2.950094], [-3.405238, -3.867947, -3.141439], [-2.460976, -3.541002, -2.121513], [-2.555982, -4.343662, -0.953207], [-4.950766, -4.900400, 2.280942], [-5.390613, -3.675454, 1.084116], [-6.662030, -4.657751, 1.875958], [-7.386399, -5.005354, -0.219251], [-6.872556, -6.633213, -0.674915], [-6.701020, -5.258636, -2.663690], [-5.080800, -5.723249, -2.109997], [-5.080832, -3.510650, -0.961856], [-4.646281, -2.147976, -2.808326], [-5.374234, -3.342649, -3.872029], [-2.987284, -3.456757, -4.070605], [-3.455851, -4.951350, -3.297449], [-2.866620, -5.369025, -1.172569], [-3.235168, -3.879169, -0.237774], [-1.568851, -4.377920, -0.482387], [1.329561, 7.467970, 5.465767], [2.198256, 6.519810, 6.071430], [1.910788, 6.291566, 7.456838], [1.321096, 4.886901, 7.665606], [-0.034760, 4.789222, 7.117158], [-0.539857, 3.414914, 7.021713], [0.224851, 2.438280, 6.105309], [0.132373, 2.744411, 4.713726], [1.057122, 3.724965, 4.264747], [1.738781, 7.723926, 4.484568], [0.334847, 7.042482, 5.315806], [1.260224, 8.382260, 6.062192], [1.265187, 7.069079, 7.881800], [2.871458, 6.340142, 7.982452], [1.290252, 4.665660, 8.737444], [1.995921, 4.172862, 7.186078], [-0.044991, 5.196288, 6.185530], [-1.567842, 3.487121, 6.649041], [-0.601033, 2.988437, 8.029339], [-0.248663, 1.453638, 6.220965], [1.268532, 2.298679, 6.408467], [2.006986, 3.684712, 4.805232], [0.611820, 4.717400, 4.340038], [1.258090, 3.543383, 3.204599]],
  "forces_ev_per_a": [[7.628, 3.839, -2.295], [-5.468, -2.861, 2.199], [0.213, 0.662, -0.041], [-0.966, 2.118, 1.885], [0.560, -2.579, 4.931], [1.247, -0.547, -1.519], [-1.183, -2.269, 2.457], [0.730, -0.993, 0.401], [1.650, -4.822, -1.301], [1.627, -1.073, -3.395], [1.228, 1.348, 0.418], [-3.158, -0.729, -0.532], [0.736, 0.094, -0.361], [-0.569, 2.955, -1.381], [0.090, -0.768, -0.977], [0.656, -1.153, 1.623], [-0.545, -1.746, -0.011], [-1.275, 3.059, -0.067], [0.550, -1.933, 0.295], [0.230, -0.595, -0.251], [1.478, 0.070, 0.542], [-0.942, -0.150, -1.118], [0.674, 4.053, 0.760], [-1.861, 1.855, 6.728], [1.752, -3.374, -8.543], [0.188, -1.217, 2.265], [-1.745, 1.781, 0.323], [-1.404, -1.992, 0.966], [-1.185, 1.721, -0.855], [0.691, -2.363, -0.263], [0.919, -0.623, -1.543], [2.388, 1.048, -0.345], [-1.111, 2.539, 0.233], [1.498, -0.662, -2.323], [-1.278, 1.956, -1.128], [-1.650, 0.991, -0.137], [1.080, 2.235, -1.319], [0.017, 1.159, 2.090], [-0.020, 1.023, -2.447], [-0.976, 2.095, 1.271], [0.387, -1.260, 1.797], [-2.306, 1.084, 0.735], [-0.902, -1.940, 0.227], [2.053, -0.447, -0.537], [-1.951, -1.770, 0.623], [0.245, -0.329, -0.031], [-0.418, 0.407, 0.078], [0.373, -0.349, -0.531], [-0.176, 0.293, 0.641], [0.210, -0.198, -0.099], [0.149, -0.003, 0.412], [-0.107, 0.482, -0.462], [-0.069, -0.316, -0.123], [0.220, 0.290, 0.026], [-0.077, -0.065, -0.150], [-0.151, 0.199, 0.069], [0.034, 0.079, -0.036], [0.230, 0.094, 0.016], [0.012, 0.120, -0.010], [0.046, 0.023, 0.031], [-0.038, -0.259, -0.037], [-0.188, -0.054, -0.189], [0.056, -0.094, -0.104], [0.077, -0.102, 0.056], [-0.043, -0.007, 0.182], [-0.033, -0.007, 0.242], [-0.089, 0.108, 0.023], [-0.116, -0.236, 0.137], [-0.009, -0.005, -0.110], [0.319, -0.182, -0.134], [-0.419, 0.318, 0.244], [0.316, -0.665, 0.043], [-0.238, 0.634, -0.271], [0.226, -0.200, -0.075], [0.049, 0.256, -0.375], [-0.543, -0.338, 0.283], [0.320, -0.061, 0.135], [-0.261, -0.045, -0.153], [0.033, -0.084, 0.158], [-0.189, 0.160, 0.050], [-0.076, -0.044, -0.017], [-0.067, -0.115, -0.212], [-0.115, -0.011, -0.021], [-0.013, -0.001, -0.056], [0.248, -0.019, 0.092], [0.000, -0.047, 0.273], [0.096, -0.119, 0.033], [0.121, -0.004, -0.078], [0.038, 0.186, -0.077], [0.032, 0.213, -0.117], [-0.105, 0.062, 0.015], [0.240, 0.151, 0.031], [0.080, 0.061, 0.122]]
}